# 1
Below is a 12-piece molecular cluster, C47H95NO24S10 overall, with properties calculated with ωB97M-V with the def2-TZVPD basis set.

Each line ends with the Mulliken charge.
Cartesian coordinates (Å):
S  -17.106  -22.119  -9.474  1.766
S  -11.896  -13.612  -13.578  1.370
S  -18.910  -20.224  -13.575  1.175
S  -11.183  -23.247  -9.202  0.940
S  -8.572  -18.715  -13.346  0.903
S  -14.071  -18.251  -16.465  1.141
S  -18.150  -14.250  -10.721  1.313
S  -18.883  -18.114  -8.458  1.296
S  -13.649  -22.616  -12.669  1.255
S  -9.514  -16.984  -7.699  1.116
O  -14.216  -16.849  -10.942  -0.173
O  -8.485  -16.313  -6.962  -0.762
O  -17.338  -22.031  -10.893  -0.850
O  -13.153  -16.698  -5.388  -0.501
O  -9.153  -19.278  -12.156  -0.412
O  -9.844  -18.367  -7.461  -0.537
O  -16.681  -20.980  -8.707  -0.732
O  -13.241  -13.124  -13.757  -0.816
O  -14.246  -16.008  -7.097  -0.380
O  -18.124  -17.243  -9.331  -0.401
O  -11.637  -14.979  -13.209  -0.358
O  -9.899  -23.646  -8.705  -0.726
O  -14.906  -18.538  -17.605  -0.750
O  -12.662  -18.544  -16.460  -0.520
O  -17.936  -14.375  -9.303  -0.648
O  -19.508  -19.307  -8.964  -0.960
O  -13.771  -21.829  -11.459  -0.254
O  -7.145  -18.670  -13.557  -0.730
O  -19.754  -21.384  -13.455  -0.790
O  -14.758  -18.041  -6.235  -0.488
O  -11.677  -23.834  -10.423  -0.559
O  -19.474  -14.446  -11.272  -0.768
O  -17.543  -20.382  -14.029  -0.429
O  -12.603  -22.353  -13.621  -0.886
N  -13.517  -18.907  -11.653  2.754
C  -17.798  -18.501  -7.109  -0.003
C  -11.742  -17.180  -3.541  -1.345
C  -16.045  -23.511  -9.129  0.581
C  -12.215  -18.558  -12.171  -0.125
C  -15.047  -24.853  -13.135  -0.368
C  -10.920  -13.229  -15.031  -0.731
C  -12.852  -17.699  -4.411  0.012
C  -9.470  -18.230  -15.757  -0.954
C  -17.475  -12.627  -11.165  -0.992
C  -19.681  -18.973  -14.624  -0.639
C  -18.302  -24.272  -8.403  -0.734
C  -14.362  -18.067  -11.042  0.732
C  -15.202  -22.439  -13.564  0.788
C  -9.285  -16.770  -9.478  -0.927
C  -19.041  -16.392  -6.543  -0.463
C  -14.616  -16.544  -14.514  1.401
C  -11.034  -16.057  -7.625  -0.655
C  -20.191  -17.921  -13.650  -1.205
C  -9.267  -19.423  -14.850  -0.555
C  -10.308  -11.432  -13.384  -0.667
C  -15.593  -18.775  -10.551  -0.062
C  -16.163  -12.873  -11.920  -0.772
C  -9.262  -17.071  -13.592  1.225
C  -11.042  -12.458  -12.509  -0.633
C  -18.015  -17.415  -6.040  -0.473
C  -15.485  -23.798  -14.165  -1.006
C  -13.770  -24.413  -12.407  -0.845
C  -15.708  -14.293  -11.615  1.262
C  -15.324  -16.053  -8.048  0.698
C  -17.004  -24.715  -9.068  -0.923
C  -10.502  -16.001  -9.975  0.906
C  -11.190  -21.419  -9.241  -0.584
C  -16.928  -15.161  -11.687  0.439
C  -12.449  -23.342  -7.959  0.127
C  -12.320  -20.969  -8.369  0.883
C  -19.981  -17.074  -7.514  -0.925
C  -10.080  -17.137  -14.881  0.724
C  -14.143  -16.998  -6.230  0.658
C  -10.539  -11.784  -14.876  -0.835
C  -12.395  -22.012  -7.242  -1.170
C  -18.942  -19.254  -12.072  0.728
C  -19.109  -17.814  -12.559  1.224
C  -14.807  -18.923  -14.962  -0.242
C  -18.579  -22.792  -8.712  -0.905
C  -11.652  -16.263  -8.999  0.720
C  -14.273  -16.521  -15.997  -1.099
C  -15.536  -17.741  -14.346  1.246
H  -10.061  -16.154  -15.363  0.168
H  -8.358  -16.214  -9.621  0.497
H  -11.117  -21.152  -10.292  0.128
H  -15.965  -22.120  -12.852  -0.339
H  -14.861  -25.812  -13.617  0.436
H  -12.318  -17.649  -12.776  -0.937
H  -10.784  -16.243  -10.998  -1.131
H  -11.625  -16.321  -6.754  0.182
H  -13.802  -19.878  -11.665  -1.119
H  -14.992  -21.674  -14.309  -0.513
H  -15.836  -17.969  -13.324  -1.477
H  -13.278  -20.890  -8.876  -0.534
H  -10.764  -17.092  -4.018  0.281
H  -14.898  -14.694  -12.218  -0.766
H  -12.838  -24.788  -12.813  0.652
H  -16.455  -17.599  -14.930  0.187
H  -11.460  -18.376  -11.411  0.073
H  -10.718  -10.448  -13.176  0.216
H  -13.363  -15.997  -16.281  0.337
H  -13.910  -19.147  -14.374  -0.405
H  -16.559  -23.861  -14.339  0.452
H  -15.633  -18.919  -9.476  0.128
H  -15.159  -15.623  -14.297  -0.078
H  -15.322  -14.378  -10.594  -0.424
H  -8.480  -16.313  -13.591  0.554
H  -13.260  -21.899  -6.587  0.494
H  -13.741  -16.614  -13.869  -1.087
H  -9.875  -16.858  -12.720  -1.292
H  -16.519  -25.501  -8.489  0.467
H  -10.316  -13.059  -11.958  0.069
H  -15.368  -19.833  -15.139  0.764
H  -16.259  -12.714  -12.993  0.357
H  -10.758  -15.004  -7.527  0.432
H  -15.489  -17.040  -8.467  -0.599
H  -16.879  -16.162  -11.266  -0.419
H  -17.072  -16.946  -5.766  -0.154
H  -9.655  -11.580  -15.481  0.418
H  -18.225  -12.188  -11.823  0.400
H  -18.242  -24.430  -7.326  0.304
H  -15.681  -19.738  -11.065  0.187
H  -15.351  -23.645  -9.956  -0.949
H  -10.315  -14.923  -9.977  0.354
H  -15.416  -12.167  -11.553  0.354
H  -10.017  -13.837  -14.968  0.220
H  -15.833  -24.997  -12.392  -0.149
H  -15.033  -15.350  -8.820  -0.271
H  -16.784  -18.782  -7.376  -0.260
H  -18.548  -15.550  -7.032  0.041
H  -12.090  -17.246  -9.165  -0.513
H  -18.161  -19.419  -6.636  0.494
H  -17.388  -12.061  -10.245  0.416
H  -19.143  -24.885  -8.731  0.337
H  -15.097  -16.138  -16.599  0.523
H  -13.882  -24.511  -11.333  0.148
H  -8.506  -17.848  -16.104  0.450
H  -20.764  -17.683  -7.063  0.430
H  -18.344  -17.889  -5.114  0.502
H  -11.779  -12.104  -11.792  0.599
H  -13.389  -23.408  -8.516  -0.415
H  -15.561  -23.349  -8.169  0.245
H  -11.581  -17.809  -2.664  0.418
H  -16.504  -18.277  -10.883  -1.400
H  -12.473  -15.551  -9.085  0.058
H  -12.602  -18.649  -4.884  0.102
H  -11.150  -17.251  -14.697  -0.823
H  -17.152  -25.117  -10.070  0.254
H  -12.105  -19.994  -7.930  -0.082
H  -13.703  -17.880  -3.749  0.400
H  -17.376  -15.202  -12.684  0.347
H  -10.194  -19.917  -14.549  0.066
H  -14.973  -23.917  -15.118  0.423
H  -12.405  -24.241  -7.345  0.606
H  -8.554  -20.144  -15.240  0.541
H  -18.158  -17.426  -12.924  -0.816
H  -19.427  -22.550  -9.348  0.581
H  -10.099  -18.429  -16.622  0.395
H  -11.517  -13.514  -15.893  0.528
H  -18.742  -22.275  -7.769  0.174
H  -9.096  -17.769  -9.875  0.308
H  -20.448  -16.416  -8.247  0.437
H  -11.277  -11.099  -15.299  0.312
H  -21.151  -18.180  -13.198  0.352
H  -10.235  -21.224  -8.749  0.512
H  -12.010  -16.185  -3.175  0.315
H  -20.359  -19.442  -15.330  0.545
H  -19.473  -17.200  -11.737  0.033
H  -19.814  -19.527  -11.480  0.549
H  -11.509  -21.892  -6.611  0.413
H  -18.061  -19.562  -11.514  -1.202
H  -16.237  -15.712  -7.565  0.473
H  -20.339  -16.944  -14.114  0.480
H  -18.860  -18.493  -15.161  0.162
H  -19.622  -15.931  -5.741  0.502
H  -11.917  -19.322  -12.888  0.098
H  -9.244  -11.468  -13.174  0.359

Values from the calculation:
SMILES string = O=S1(=O)CCCC1.O=S1(=O)CCCC1.O=S1(=O)CCCC1.O=S1(=O)CCCC1.O=S1(=O)CCCC1.O=S1(=O)CCCC1.O=S1(=O)CCCC1.O=S1(=O)CCCC1.O=S1(=O)CCCC1.O=S1(=O)CCCC1.CCOC(=O)OC.CNC(C)=O
largest force on an atom = 1.88 eV/A
total energy = -7690.212582 hartree

# 2
Below is a 9-piece molecular cluster, C48H104F2O27 overall, with properties calculated with ωB97M-V with the def2-TZVPD basis set.

Each line ends with the Mulliken charge.
Cartesian coordinates (Å):
F  1.567  -0.255  -0.702  -0.089
F  7.050  -3.369  -1.163  -0.304
O  -4.046  5.365  -0.247  -0.325
O  -2.171  3.908  -1.649  -0.490
O  -2.097  -2.638  -1.771  0.465
O  -4.919  7.812  1.358  -0.430
O  0.913  -1.796  0.686  0.264
O  -0.326  -5.682  -2.173  -0.466
O  2.626  3.676  3.982  0.014
O  -0.975  -0.849  1.118  -0.398
O  1.035  -3.649  8.397  -0.229
O  -3.229  0.848  -5.705  -0.202
O  -0.775  -1.622  -4.045  -0.131
O  -0.002  5.065  4.032  -0.384
O  4.515  -4.212  -2.099  -0.297
O  0.055  -2.136  2.733  -0.491
O  2.388  3.951  -2.976  -0.402
O  1.477  -5.759  -4.681  -0.463
O  4.901  -2.981  -0.431  -0.251
O  3.304  -2.362  -1.852  -0.405
O  2.086  -4.614  10.871  -0.306
O  -4.925  0.329  -0.243  -0.315
O  3.047  0.933  3.792  -0.405
O  2.004  0.282  -5.533  -0.334
O  -0.057  -4.698  5.681  -0.426
O  1.066  5.606  -4.811  -0.171
O  1.548  3.514  -0.283  -0.126
O  -4.681  1.354  -2.912  0.281
O  1.852  -5.655  0.126  -0.307
C  2.761  3.033  -0.782  -0.659
C  4.072  1.848  3.354  -0.085
C  0.895  6.861  -5.442  -0.852
C  2.808  -0.101  2.876  -0.101
C  -2.571  -3.735  -0.991  -0.999
C  -4.403  4.003  -0.712  -0.851
C  2.456  4.935  4.677  -0.801
C  -1.201  3.030  -2.166  0.569
C  -5.389  0.167  -2.647  -0.843
C  0.044  -6.662  -1.194  -0.710
C  1.690  4.056  1.031  -0.771
C  2.257  -5.802  11.674  -0.752
C  0.404  -5.928  0.118  -0.114
C  1.413  -0.706  -4.654  -0.040
C  -4.442  -0.279  0.938  -0.425
C  -0.023  -1.585  1.662  -0.038
C  -1.006  5.960  3.616  -0.886
C  1.237  5.725  4.174  -0.522
C  -4.621  1.248  -5.503  -0.840
C  0.292  -3.021  7.329  -0.959
C  -2.610  -2.758  -3.182  -1.593
C  0.082  -5.048  4.300  -0.557
C  4.157  -3.137  -1.508  0.565
C  -2.371  1.909  -6.108  -0.778
C  2.687  2.715  -2.275  0.129
C  -2.218  -1.545  -4.079  0.154
C  -4.924  -0.539  -1.380  0.185
C  -3.929  6.802  1.844  -0.536
C  0.656  -1.068  -0.485  1.135
C  2.367  -5.004  1.262  -0.028
C  0.655  -6.914  -4.568  -0.724
C  3.328  -0.023  -5.830  -0.911
C  -4.152  5.461  1.136  -0.030
C  0.728  -4.229  10.683  -0.507
C  6.004  -3.862  -0.428  0.206
C  2.108  4.713  -5.273  -1.029
C  2.241  3.496  -4.334  0.175
C  5.246  -4.943  -1.102  -0.405
C  0.760  -3.050  9.695  -0.604
C  0.586  -3.459  5.893  -0.017
C  0.572  -4.661  -2.636  0.800
C  1.842  -5.063  -3.482  -0.523
C  -3.097  3.174  -0.807  0.451
C  -0.700  -0.377  -0.153  0.540
C  3.868  3.035  4.269  -0.879
C  -4.693  8.349  0.058  -0.636
C  -4.848  2.076  -4.161  -0.908
C  -0.133  -0.598  -4.767  -0.115
H  -5.046  7.660  -0.709  0.214
H  1.093  6.636  4.755  0.510
H  3.781  0.805  -6.374  0.310
H  1.657  -3.641  5.811  0.285
H  2.541  -5.623  -2.861  0.394
H  1.886  4.305  -6.260  0.408
H  -5.899  2.359  -4.098  0.462
H  -2.194  -4.612  -1.517  0.255
H  -2.655  3.058  0.182  0.264
H  1.682  -1.753  -4.793  0.350
H  3.562  2.184  -2.649  0.440
H  -5.073  4.971  1.451  0.260
H  0.118  -3.980  11.551  0.408
H  0.752  -1.753  -1.328  -0.741
H  -4.102  6.655  2.910  0.282
H  -0.818  6.307  2.600  0.395
H  4.651  -5.456  -0.347  0.128
H  3.288  5.599  4.443  0.347
H  -3.692  -2.855  -3.097  0.621
H  -2.540  -0.575  -3.700  -0.347
H  2.292  3.428  1.687  0.199
H  -0.780  -2.956  7.519  0.372
H  -0.771  -7.361  -1.004  0.451
H  -3.660  -3.677  -1.001  0.382
H  1.634  -0.428  -3.624  0.109
H  -4.835  -1.254  1.225  0.368
H  3.915  2.100  2.305  -0.054
H  -6.433  0.455  -2.517  0.446
H  1.986  -5.715  12.726  0.303
H  0.468  -7.325  -5.560  0.330
H  -5.466  -1.461  -1.171  0.625
H  3.131  5.085  -5.341  0.376
H  0.792  -7.355  -1.579  0.307
H  -1.349  1.686  -6.416  0.198
H  5.937  -5.646  -1.567  0.406
H  -2.595  -1.746  -5.082  0.466
H  -0.505  -4.391  3.658  0.191
H  -0.034  7.350  -5.147  0.197
H  0.818  6.646  -6.508  0.322
H  -5.196  -0.468  -3.511  0.280
H  -1.224  6.731  4.355  0.414
H  2.223  4.999  0.917  0.400
H  -0.667  0.701  0.006  0.216
H  3.446  -4.886  1.164  0.096
H  3.870  -0.097  -4.888  0.333
H  1.148  -5.111  4.081  0.276
H  -2.341  -3.674  -3.709  0.651
H  -5.339  0.436  -5.621  0.413
H  3.110  2.195  -0.179  0.228
H  -0.386  -0.604  -5.827  0.384
H  3.447  -0.999  -6.301  0.339
H  2.110  -5.563  2.162  0.208
H  0.014  -3.963  -3.260  0.121
H  0.972  -4.022  -1.848  -0.557
H  -3.302  4.856  1.452  0.160
H  -2.258  2.590  -5.265  0.291
H  -2.319  -3.714  0.069  0.133
H  2.264  0.354  2.048  -0.045
H  1.636  -2.470  9.987  0.295
H  1.621  -6.595  11.281  0.310
H  4.684  3.732  4.081  0.464
H  -3.313  2.141  -1.082  -0.152
H  -0.567  2.550  -1.421  -0.254
H  0.349  -2.681  5.166  0.125
H  -1.454  -0.450  -0.937  -0.547
H  -2.772  2.388  -7.001  0.376
H  2.210  -0.847  3.399  0.049
H  -0.279  -6.076  4.287  0.362
H  2.511  4.855  5.763  0.401
H  -3.942  -0.973  -1.568  -0.508
H  0.496  -1.953  7.261  0.445
H  -3.382  -0.478  0.777  -0.046
H  -0.144  -2.461  9.849  0.407
H  -5.234  9.288  -0.063  0.273
H  0.172  -6.571  0.967  0.552
H  -2.889  7.122  1.784  0.339
H  -4.325  3.022  -4.020  0.397
H  3.124  2.975  -4.704  0.445
H  1.207  -7.694  -4.043  0.293
H  -0.206  -5.035  0.253  -0.126
H  1.790  7.411  -5.153  0.321
H  3.528  3.802  -0.687  0.525
H  2.254  -4.120  -3.840  0.244
H  -5.152  3.534  -0.074  0.365
H  -0.359  -6.870  -4.170  0.208
H  1.421  6.118  3.174  0.231
H  -4.899  4.087  -1.679  0.187
H  1.861  -4.041  1.336  -0.166
H  1.387  2.834  -4.476  -0.065
H  -1.663  2.192  -2.688  -0.203
H  5.090  1.495  3.523  0.393
H  6.351  -4.132  0.570  0.355
H  3.641  -0.670  2.464  0.316
H  3.884  2.705  5.308  0.344
H  -1.909  5.350  3.655  0.258
H  -4.401  0.432  1.763  0.325
H  -4.877  1.908  -6.331  0.509
H  -3.658  8.613  -0.160  0.284
H  3.338  -5.917  11.758  0.251
H  0.690  4.183  1.446  0.235
H  -0.644  3.611  -2.901  0.150
H  0.197  -5.081  10.257  0.314
H  -0.475  0.396  -4.477  -0.342
H  1.871  2.025  -2.486  -0.279

Values from the calculation:
SMILES string = O=C1OC[C@@H](F)O1.O=C1OC[C@@H](F)O1.COCCOCCOC.COCCOCCOC.COCCOCCOC.COCCOCCOC.COCCOCCOC.COCCOCCOC.COCCOCCOC
largest force on an atom = 7.09 eV/A
ΔE to the lowest compared entry with this formula, charge and spin = 50.2 kcal per mole